1.
{"formula": "C12H16ErN4O4", "method": "ωB97M-V/def2-TZVPD", "species": ["Er", "C", "O", "C", "O", "C", "O", "C", "O", "C", "H", "H", "C", "H", "H", "C", "N", "C", "N", "C", "N", "C", "N", "C", "C", "H", "H", "H", "H", "H", "H", "H", "H", "H", "H", "H", "H"], "coordinates": [[0.746965, -1.675135, 0.136665], [2.416795, -2.593521, 1.478763], [3.112531, -3.137673, 2.225749], [0.837659, -4.206431, -0.714065], [1.121937, -5.314312, -1.026481], [2.204490, -2.087072, -1.797404], [2.911767, -2.225078, -2.705200], [-0.547686, -3.234147, 1.568722], [-1.137567, -3.937662, 2.283170], [-3.344113, -1.857781, -2.590862], [-3.663870, -1.648933, -1.559713], [-2.771322, -1.012937, -2.973330], [-2.911907, -3.084537, -2.866212], [-1.975650, -3.141742, -3.421245], [-2.895039, -3.783908, -2.017164], [1.608044, 1.025564, 0.075863], [0.114332, 0.555515, 0.160318], [-0.706471, 1.488905, -0.701381], [-0.594747, 2.869456, -0.234545], [0.833575, 3.269475, -0.328797], [1.753705, 2.387917, 0.535418], [1.222197, 2.462952, 1.991154], [-0.219707, 2.053196, 2.104376], [-0.329079, 0.677481, 1.612137], [-1.040226, 2.922401, 1.174523], [1.899413, 0.914089, -0.992125], [2.221353, 0.304178, 0.697881], [-1.730451, 1.095326, -0.633300], [-0.335173, 1.347980, -1.728219], [0.912409, 4.245745, 0.143906], [1.186666, 3.187525, -1.363103], [1.849743, 1.787449, 2.605987], [1.251374, 3.524053, 2.224689], [-1.378929, 0.306378, 1.635281], [0.302410, -0.037342, 2.230865], [-0.824590, 3.934351, 1.516629], [-2.100837, 2.618275, 1.251049]], "forces_ev_per_angstrom": [[-1.9, 2.0, -1.0], [4.9, -3.3, 5.0], [-3.3, 2.6, -3.7], [1.9, -7.7, -2.2], [-2.0, 7.4, 2.1], [4.3, -0.4, -5.4], [-3.6, 0.6, 4.6], [-3.8, -4.0, 4.5], [3.2, 3.7, -3.9], [1.9, 1.0, 2.0], [-1.3, -0.2, -0.8], [-1.0, 0.1, -1.0], [2.5, 0.1, 2.0], [-0.8, -0.5, -1.2], [-1.1, -0.5, -0.9], [-1.0, 0.4, -0.3], [1.4, -1.0, 0.3], [-0.4, 0.2, -0.2], [1.0, -1.8, 0.3], [-0.1, -0.8, 1.0], [-1.5, -0.9, 0.7], [-0.4, -0.4, -1.5], [0.9, -1.1, -1.4], [-0.5, 0.3, -0.1], [0.4, 0.0, 0.2], [0.0, 0.2, 0.5], [0.0, 0.3, 0.1], [0.1, 0.5, -0.1], [-0.2, 0.4, 0.2], [0.2, 0.2, -0.6], [-0.1, 0.5, 0.3], [-0.3, 0.8, -0.1], [0.4, -0.2, 0.5], [0.5, 0.4, 0.2], [-0.2, 0.5, -0.1], [-0.7, 0.0, 0.1], [0.5, 0.4, 0.0]], "lowdin_charge": [1.33, 0.01, 0.27, 0.03, 0.21, 0.02, 0.25, 0.02, 0.25, -0.06, 0.05, 0.05, -0.06, 0.05, 0.05, -0.21, -0.27, -0.13, -0.05, -0.07, -0.04, -0.06, -0.05, -0.19, -0.09, 0.14, 0.11, 0.14, 0.15, 0.14, 0.15, 0.14, 0.14, 0.15, 0.13, 0.15, 0.16], "charge": 3, "s2": 3.753, "molar_mass_g_mol": 447.54, "homo_ha": [-0.6739, -0.6744], "homo_lumo_gap_ev": [4.2047, 4.3248], "multiplicity": 4}



2.
{"formula": "C12H16F2N2S2", "method": "ωB97M-V/def2-TZVPD", "species": ["C", "C", "C", "H", "C", "N", "C", "S", "N", "C", "C", "C", "C", "C", "C", "H", "H", "S", "C", "F", "F", "H", "H", "H", "H", "H", "H", "H", "H", "H", "H", "H", "H", "H"], "coordinates": [[1.635222, 2.602841, 0.553321], [2.993702, 2.572559, -0.139358], [3.284404, 1.281502, -0.907239], [4.239036, 1.403537, -1.421261], [3.374425, 0.029228, -0.029630], [2.085539, -0.587589, 0.165881], [1.833880, -1.888689, -0.039101], [2.987923, -3.000377, -0.443551], [0.552292, -2.334856, 0.152861], [-0.637046, -1.627679, 0.254929], [-1.684086, -2.190947, 0.990212], [-2.887013, -1.530345, 1.120492], [-3.061647, -0.302496, 0.500502], [-2.048019, 0.256777, -0.259330], [-0.842513, -0.403845, -0.387677], [-0.080376, 0.005653, -1.031887], [-2.211883, 1.196779, -0.762848], [-4.627995, 0.550925, 0.644850], [-5.522937, -0.360581, -0.654990], [-4.900888, -0.257331, -1.843785], [-5.597899, -1.675447, -0.377639], [-6.537747, 0.049677, -0.739400], [-3.691187, -1.965310, 1.693070], [-1.543452, -3.152144, 1.461556], [0.487113, -3.341153, 0.232085], [1.354293, -0.011488, 0.554693], [3.816629, 0.283393, 0.940548], [4.006474, -0.723890, -0.505967], [2.520570, 1.123638, -1.671629], [3.043659, 3.403617, -0.846277], [3.778571, 2.728273, 0.604068], [1.599748, 1.905602, 1.388030], [1.443944, 3.596909, 0.951274], [0.837272, 2.363247, -0.146801]], "forces_ev_per_angstrom": [[0.3, 0.1, -0.1], [-0.1, -0.1, -0.2], [0.1, 0.1, 0.3], [0.0, 0.0, -0.1], [0.3, 0.2, -0.3], [-0.6, 0.0, 0.1], [0.1, -0.1, 0.2], [0.4, -0.5, -0.2], [0.0, -0.3, 0.1], [-0.5, 0.4, 0.1], [0.2, 0.0, 0.0], [0.1, 0.0, -0.1], [-0.7, 0.4, 0.0], [0.0, -0.1, 0.1], [0.1, -0.1, 0.0], [0.1, 0.0, 0.0], [0.0, 0.1, -0.1], [0.0, -0.3, -0.2], [-0.1, 0.6, 0.5], [0.2, 0.1, -0.4], [-0.1, -0.5, 0.1], [0.2, -0.1, 0.0], [-0.1, 0.0, 0.0], [0.1, -0.1, 0.1], [0.1, 0.2, -0.1], [0.0, -0.1, -0.1], [0.0, -0.1, 0.0], [-0.1, 0.1, 0.2], [0.0, 0.0, -0.1], [0.1, 0.1, 0.0], [0.1, 0.1, 0.0], [-0.1, -0.1, 0.1], [-0.1, 0.0, 0.1], [-0.2, 0.0, -0.1]], "lowdin_charge": [-0.11, -0.26, -0.19, 0.11, -0.21, -0.01, -0.86, 0.64, 0.04, -0.23, -0.01, -0.09, -0.54, -0.09, -0.03, 0.11, 0.11, 0.99, -0.67, 0.02, 0.02, 0.12, 0.11, 0.12, 0.12, 0.10, 0.13, 0.06, 0.11, 0.10, 0.11, 0.07, 0.07, 0.07], "molar_mass_g_mol": 290.40, "homo_ha": -0.3014, "homo_lumo_gap_ev": 8.6456, "smiles": "CCCCNC(=S)Nc1ccc(SC(F)F)cc1", "multiplicity": 1}



3.
{"formula": "C12H16IN2", "method": "ωB97M-V/def2-TZVPD", "species": ["C", "C", "C", "C", "C", "C", "C", "C", "C", "C", "C", "C", "N", "N", "I", "H", "H", "H", "H", "H", "H", "H", "H", "H", "H", "H", "H", "H", "H", "H", "H"], "coordinates": [[2.848823, 2.272073, -0.059823], [4.024361, 2.164504, 0.197954], [0.273288, 2.157944, -0.158070], [1.605529, 1.848784, -0.174337], [-0.663668, 1.105555, -0.255125], [0.054578, -0.180603, -0.373905], [-1.998749, 1.374503, -0.231078], [5.432383, 2.234794, 0.316669], [-3.654925, -0.075871, 0.830908], [-0.638399, -3.422822, 0.484535], [-3.195819, 0.612030, -0.505064], [-0.406792, -2.627845, -0.751352], [1.347645, -0.036842, -0.229845], [-0.703504, -1.240691, -0.539797], [2.896154, -1.289402, -0.158772], [-0.042936, 3.252551, -0.042905], [-2.173276, 2.400215, -0.002335], [5.846748, 1.974387, 1.235313], [5.773291, 1.512472, -0.390784], [5.766453, 3.257670, 0.173844], [-4.379376, 0.549562, 1.260745], [-2.887964, -0.105911, 1.517187], [-3.887446, -1.082720, 0.642422], [0.030174, -2.982212, 1.405085], [-1.722426, -3.345031, 0.789016], [-0.301232, -4.503595, 0.257188], [-4.014807, 1.225011, -0.889128], [-3.211946, -0.080849, -1.343135], [-1.010722, -2.973805, -1.670435], [0.690388, -2.752946, -1.048438], [-1.695834, -1.240904, -0.286546]], "forces_ev_per_angstrom": [[1.9, -0.2, 0.4], [-0.5, 0.8, 0.2], [3.0, 2.6, 0.7], [-6.0, -2.7, -0.2], [-1.2, -0.3, 0.0], [-0.4, 0.4, 0.4], [1.9, 0.4, -1.0], [0.1, 0.4, -0.7], [0.2, 0.9, -2.2], [0.8, -0.8, 2.2], [-1.7, -1.1, 0.1], [2.3, -0.9, -2.3], [0.1, 2.6, -0.4], [-1.3, -1.2, 0.1], [0.1, 0.0, 0.0], [0.5, -1.8, -0.3], [-0.2, 0.8, 0.1], [0.3, -0.7, 1.9], [1.0, -0.1, -0.8], [0.1, 0.1, -0.7], [-1.5, 0.2, 0.6], [2.0, 0.0, 1.5], [-1.2, -1.2, -0.1], [-1.6, -1.2, -2.3], [1.1, -0.5, -0.1], [-0.9, 1.6, 0.8], [0.2, 0.6, 0.6], [1.0, -0.6, 0.1], [0.8, 0.4, 1.5], [-1.6, 0.3, 0.2], [0.6, 1.3, -0.2]], "lowdin_charge": [-0.03, -0.04, -0.01, -0.05, -0.15, -0.35, 0.00, -0.05, -0.04, -0.11, -0.21, -0.31, -0.42, 0.07, 1.04, 0.17, 0.12, 0.07, 0.09, 0.11, 0.07, 0.05, 0.06, 0.13, 0.08, 0.11, 0.12, 0.12, 0.15, 0.05, 0.13], "charge": 1, "molar_mass_g_mol": 315.18, "homo_ha": -0.4297, "homo_lumo_gap_ev": 7.8391, "multiplicity": 1}



Number 1: calculated total energy -54438.591 eV. Number 2: calculated total energy -42789.939 eV. Number 3: calculated total energy -23772.747 eV.